ORCA calculation (ωB97M-V/def2-TZVPD) on the molecule C4H7N2P.

Summary:
Maximum force: 0.0850 Eh/bohr
LUMO energy: 0.442 eV
Frontier orbital gap: 8.8 eV
HOMO: -8.37 eV
Relative energy (zero: lowest compared OMol25 entry of this formula, charge and spin): 26.43 kcal/mol
E: -16528.664 eV
Structure (SMILES): CCc1cn[nH]p1

Cartesian coordinates (Å):
C (-1.86668, 0.99166, 0.27691)
C (-1.24693, -0.27149, -0.38820)
C (0.28397, -0.28383, -0.21171)
C (1.12171, -1.39216, 0.04505)
N (2.43675, -1.08102, 0.08451)
N (2.66392, 0.21033, 0.03032)
P (1.42590, 1.32583, -0.20679)
H (-1.71711, 1.13757, 1.28186)
H (-3.01970, 0.82432, 0.16340)
H (-1.32002, 1.91684, -0.13308)
H (-1.50294, -0.21889, -1.41984)
H (-1.68789, -1.14544, 0.05292)
H (0.85115, -2.50794, 0.13099)
H (3.57787, 0.49422, 0.29365)

Force components x, y, z for each atom (eV/Å):
C -1.2 -0.2 -3.0
C 1.6 1.4 1.7
C 1.1 1.9 0.3
C 0.2 0.7 -1.0
N 0.0 -1.1 1.0
N -1.3 -0.1 -0.2
P -2.5 -3.6 0.0
H 0.6 -0.5 2.7
H 2.0 1.3 -0.2
H -1.7 -1.1 -0.1
H -0.2 -0.2 -0.9
H -0.1 -0.6 0.1
H 0.4 2.1 -0.2
H 0.9 0.0 -0.1